Record 1
{
  "formula": "C34H58O14",
  "method": "ωB97M-V with the def2-TZVPD basis set",
  "species": ["C", "C", "C", "C", "C", "C", "O", "O", "H", "H", "H", "H", "H", "H", "C", "C", "C", "C", "C", "C", "O", "O", "H", "H", "H", "H", "H", "H", "C", "C", "C", "C", "C", "C", "O", "O", "H", "H", "H", "H", "H", "H", "C", "O", "C", "C", "O", "C", "H", "H", "H", "H", "H", "H", "H", "H", "H", "H", "C", "O", "C", "C", "O", "C", "H", "H", "H", "H", "H", "H", "H", "H", "H", "H", "C", "O", "C", "C", "O", "C", "H", "H", "H", "H", "H", "H", "H", "H", "H", "H", "C", "O", "C", "C", "O", "C", "H", "H", "H", "H", "H", "H", "H", "H", "H", "H"],
  "xyz": [[-3.104223, -1.923108, -5.525371], [-3.588333, -2.702248, -4.518401], [-3.028353, -2.583268, -3.290841], [-2.048703, -1.624388, -2.951681], [-1.644373, -0.757608, -3.965531], [-2.118753, -0.932188, -5.297641], [-1.780023, -0.087708, -6.302181], [-3.379633, -3.415888, -2.289451], [-3.594453, -1.944368, -6.487461], [-4.398693, -3.324868, -4.867771], [-1.720003, -1.527898, -1.927451], [-1.012903, 0.066782, -3.668831], [-2.288953, -0.191548, -7.109531], [-4.334383, -3.497578, -2.231381], [5.259197, 2.061222, -0.343211], [4.906127, 2.751992, -1.472251], [4.483997, 1.948832, -2.583801], [4.105597, 0.566012, -2.388451], [4.266797, -0.033718, -1.181921], [4.775297, 0.741692, -0.125341], [4.949017, 0.208162, 1.155669], [4.200917, 2.579402, -3.786661], [5.816147, 2.623042, 0.392019], [5.187207, 3.793892, -1.515071], [3.824627, 0.094222, -3.318441], [3.989567, -1.064438, -1.017131], [4.776827, 0.891502, 1.807599], [4.342127, 3.527812, -3.739911], [-7.531333, 3.223892, -0.649021], [-6.920793, 1.916832, -0.372141], [-7.007153, 0.949522, -1.338751], [-7.637783, 1.155782, -2.563481], [-8.240003, 2.384802, -2.777981], [-8.189703, 3.420532, -1.872251], [-8.773803, 4.612052, -2.233921], [-6.659093, -0.319138, -1.074701], [-7.438043, 3.857522, 0.220589], [-6.465343, 1.863792, 0.605679], [-7.705303, 0.403232, -3.335171], [-8.695983, 2.778632, -3.674301], [-8.293443, 5.360322, -1.872061], [-6.106893, -0.455268, -0.301301], [2.903817, -2.570218, 3.762649], [2.800327, -3.248598, 2.539309], [3.944307, -3.686758, 1.792259], [3.600307, -3.839358, 0.346929], [2.423497, -4.631218, 0.084829], [2.820977, -5.983858, -0.314231], [2.000247, -2.131398, 4.185849], [3.519437, -1.716808, 3.478409], [3.423747, -3.039588, 4.597809], [4.383327, -4.588858, 2.218369], [4.611907, -2.850788, 2.000989], [4.442477, -4.243658, -0.214671], [3.479837, -2.800638, 0.039269], [3.430177, -6.363408, 0.506079], [3.538437, -6.162228, -1.115191], [1.864257, -6.465468, -0.516331], [1.192667, -0.379938, 1.082569], [0.043427, 0.409622, 0.864109], [-0.002933, 0.830882, -0.414131], [-1.077093, 1.963182, -0.378561], [-2.342013, 1.435212, 0.029569], [-3.478063, 2.291192, -0.210141], [1.131307, -1.327418, 0.547209], [1.091897, -0.528548, 2.157679], [2.177717, 0.050862, 0.903129], [-0.397493, 0.116362, -1.136541], [0.952937, 1.223732, -0.760661], [-1.137653, 2.334742, -1.401491], [-0.621253, 2.730452, 0.247229], [-3.319403, 3.368392, -0.260711], [-4.293563, 2.034732, 0.466099], [-3.811063, 2.207812, -1.244671], [8.695877, 2.813792, 1.932249], [7.587547, 3.556622, 2.413779], [6.636527, 2.815832, 3.181339], [5.127977, 3.358062, 3.219709], [4.261757, 2.224012, 3.061979], [2.929937, 2.546542, 3.296219], [8.517767, 1.801182, 1.570319], [9.499647, 2.867062, 2.666559], [9.028327, 3.396042, 1.072849], [7.049337, 2.927002, 4.183989], [6.684217, 1.738502, 3.022699], [4.970587, 4.023722, 2.371039], [4.853057, 3.963522, 4.083379], [2.727767, 2.945202, 4.290349], [2.404267, 1.592672, 3.339789], [2.574057, 3.138172, 2.452759], [-1.472213, -2.706788, 2.879299], [-2.809113, -2.567258, 2.155979], [-2.722233, -1.636198, 1.130039], [-4.069083, -1.464178, 0.390179], [-5.238103, -0.852998, 1.109399], [-5.296763, -1.062288, 2.495169], [-1.554113, -3.624428, 3.461819], [-1.392883, -1.898468, 3.606219], [-0.557283, -2.690478, 2.287069], [-1.907013, -1.781878, 0.421319], [-2.575173, -0.623918, 1.506569], [-4.557373, -2.424198, 0.222749], [-4.051973, -1.016618, -0.603551], [-4.455133, -0.591298, 3.003039], [-5.277473, -2.128618, 2.720279], [-6.086183, -0.472978, 2.961679]],
  "forces_ev_per_a": [[1.1, 2.0, -0.5], [-0.2, 0.1, -1.5], [1.0, 0.3, 1.8], [-1.1, -0.3, -1.9], [-0.1, -0.2, -0.7], [-1.4, -0.9, 0.9], [1.1, 0.8, 0.3], [-0.4, -0.8, 1.3], [0.1, -0.1, -0.3], [-0.1, -0.6, 0.9], [0.0, -0.1, 0.0], [0.2, 0.2, -0.4], [-0.2, -0.4, 0.2], [-0.1, -0.2, -0.1], [-1.0, 1.1, -0.3], [1.1, -1.5, -0.1], [-1.8, 2.4, -0.8], [1.0, 1.1, -1.3], [-0.2, -0.2, -0.1], [1.5, -0.6, 3.2], [-0.9, -0.2, -4.0], [0.5, -2.6, 2.1], [-0.1, -0.3, 0.6], [-0.1, 0.1, -0.5], [-0.4, -0.5, 0.2], [0.0, 0.0, 0.0], [0.1, 1.2, 1.1], [0.2, 0.4, 0.2], [0.9, -2.7, 0.1], [-1.5, 3.7, -0.9], [-0.3, -1.1, 0.5], [-0.6, 1.3, -0.2], [0.2, 0.6, -0.5], [1.1, 0.4, 2.2], [-0.2, 0.0, -0.2], [0.3, -1.2, -1.2], [-0.4, 0.8, -0.4], [0.0, -0.7, -0.1], [0.2, -0.3, 0.2], [-0.2, -0.9, -0.6], [0.0, -0.1, 0.2], [-0.1, 0.4, 0.9], [1.9, 1.2, -0.6], [-2.2, -1.6, -0.5], [-0.2, 0.6, 2.6], [-0.8, 0.1, -0.3], [1.9, 0.0, -0.9], [-0.3, 0.7, 1.3], [-0.6, -0.6, -0.7], [0.4, 0.7, 0.6], [0.0, -0.7, -0.2], [-0.1, -0.2, 0.2], [1.0, -0.1, -0.8], [0.2, 0.0, 0.1], [-0.7, 0.0, -0.6], [-0.7, -0.7, 0.5], [-0.3, 1.1, -0.9], [0.4, -0.4, 0.3], [-1.0, -0.7, 1.6], [1.7, -0.9, 1.1], [-2.8, 2.1, -1.4], [0.5, -0.8, -1.1], [0.6, 1.0, 0.2], [0.2, 0.0, -1.1], [0.0, -0.2, 0.0], [0.6, -0.7, 0.0], [-0.1, 0.7, -0.4], [0.3, -0.7, 0.0], [0.2, 0.2, -0.2], [-0.2, 0.4, -0.2], [-0.7, 0.3, 0.4], [0.7, 0.2, 1.1], [0.4, -0.1, 0.0], [-0.3, -0.9, -0.2], [0.5, 1.2, -0.3], [-1.8, -0.6, -1.0], [0.1, 1.0, 1.9], [1.5, -0.7, -1.4], [1.7, 0.1, 0.4], [-1.1, -1.0, -0.1], [-0.4, -0.2, 0.4], [0.1, -0.5, 0.1], [0.2, -0.1, -0.1], [-0.4, -0.2, 0.5], [-0.3, -0.1, -0.6], [0.1, 0.2, -0.3], [0.3, -0.4, 0.4], [0.3, 0.7, -0.1], [-0.2, 0.0, -0.4], [-0.5, 0.3, 0.3], [-2.2, 0.3, 0.1], [2.8, -1.0, 0.9], [-1.5, 2.2, -0.5], [-1.8, -1.9, 0.8], [1.6, 1.0, -0.6], [0.8, 0.4, 0.6], [0.0, 0.0, -0.3], [-0.1, 0.3, -0.1], [-0.4, -0.2, -0.6], [0.0, -0.5, -0.2], [0.6, 0.3, 0.5], [0.8, -0.7, -0.3], [0.5, 0.5, 0.4], [0.7, -0.3, -0.1], [-0.4, 0.1, 0.3], [-0.8, -0.6, -0.6]],
  "e_homo_ha": [-0.32791, -0.32791],
  "spin_multiplicity": 2,
  "total_charge": 1,
  "gap_ev": [5.2302, 1.6486],
  "e_lumo_ev": [-3.6926, -7.2742]
}


Record 2
{
  "formula": "C4H6N",
  "method": "ωB97M-V with the def2-TZVPD basis set",
  "species": ["C", "N", "C", "C", "C", "H", "H", "H", "H", "H", "H"],
  "xyz": [[2.786868, -0.267759, 0.064858], [1.633975, -0.370682, -0.420515], [0.434295, -0.314535, -0.217177], [-0.699354, 0.178823, 0.153684], [-2.179121, 0.132111, -0.202998], [3.067993, 0.261888, 0.944453], [3.586279, -0.481725, -0.636818], [-0.857569, 0.418210, 1.200844], [-2.901595, 0.204622, 0.605628], [-2.474135, -0.818544, -0.746799], [-2.397632, 1.057596, -0.745160]],
  "forces_ev_per_a": [[1.5, 0.2, -2.6], [-0.2, -0.5, 1.0], [-0.7, 1.3, 0.7], [-2.9, -1.2, 0.7], [-0.5, -1.0, -2.0], [-0.5, 0.0, 1.1], [0.2, -0.3, 0.2], [1.7, 0.5, 0.5], [0.8, -0.1, 0.8], [0.5, 1.4, 0.1], [0.0, -0.3, -0.6]],
  "e_homo_ha": -0.56866,
  "spin_multiplicity": 1,
  "total_charge": 1,
  "smiles": "C=[N+]=C=CC",
  "gap_ev": 9.5420,
  "relative_energy_ev": 2.270,
  "e_lumo_ev": -5.9321
}


Record 3
{
  "formula": "C27H50OP2Y",
  "method": "ωB97M-V with the def2-TZVPD basis set",
  "species": ["Y", "C", "C", "C", "C", "C", "C", "H", "H", "H", "C", "H", "H", "H", "C", "H", "H", "H", "C", "H", "H", "H", "C", "H", "H", "H", "C", "C", "C", "C", "C", "C", "C", "C", "H", "H", "H", "H", "H", "H", "H", "H", "H", "H", "H", "H", "P", "C", "C", "P", "C", "C", "C", "H", "H", "H", "H", "H", "H", "H", "H", "H", "H", "H", "H", "H", "H", "C", "C", "C", "C", "O", "H", "H", "H", "H", "H", "H", "H", "H", "H"],
  "xyz": [[-0.543915, 1.306219, -1.357532], [-0.765667, -1.996468, 2.151405], [0.479758, -2.209581, 1.502850], [0.863161, -0.932940, 3.371082], [-0.526877, -1.199351, 3.301921], [1.481125, -1.520922, 2.235039], [-2.074616, -2.520988, 1.718608], [-1.962061, -3.478351, 1.194447], [-2.578218, -1.824166, 1.031740], [-2.742256, -2.678747, 2.575809], [-1.551180, -0.760503, 4.271279], [-2.323760, -1.528181, 4.390757], [-2.061112, 0.158046, 3.944661], [-1.103606, -0.566300, 5.252530], [1.560235, -0.200154, 4.448066], [1.077109, -0.376784, 5.414840], [1.564502, 0.882943, 4.276944], [2.601907, -0.527006, 4.522885], [2.913497, -1.460487, 1.876929], [3.295063, -2.451496, 1.595539], [3.507199, -1.089399, 2.718585], [3.094594, -0.791149, 1.018069], [0.708599, -3.095790, 0.344591], [0.939752, -4.126495, 0.661740], [1.559663, -2.759431, -0.256588], [-0.175780, -3.148373, -0.300237], [-2.632366, 0.197862, -0.942723], [-2.118152, -0.143341, -2.275295], [-1.051762, -1.219465, -2.425608], [0.340338, -0.633262, -2.751006], [1.197378, -0.267016, -1.489718], [2.300118, 0.741389, -1.854697], [2.057216, 2.174263, -1.408314], [1.020239, 2.874275, -2.290384], [-1.344092, -1.887035, -3.250765], [0.250511, 0.238258, -3.454159], [-1.015074, -1.842015, -1.515799], [1.168331, 2.672395, -3.357526], [-2.441482, 1.094887, -0.302475], [-2.294154, 0.493243, -3.166470], [0.951628, 3.944373, -2.073986], [1.735754, 2.174619, -0.343650], [2.507870, 0.696479, -2.935649], [3.015877, 2.708444, -1.381876], [0.925894, -1.362201, -3.323179], [1.709033, -1.211829, -1.238903], [-3.963213, -1.518486, -2.243276], [-5.375477, -0.988190, -3.192398], [-3.669848, -3.275204, -2.110450], [4.303118, 0.149522, -1.335204], [-3.750812, -0.667730, -0.726023], [4.775761, -0.855030, -2.796878], [5.240595, 1.668597, -1.764472], [-5.996736, -0.298423, -2.601608], [-5.949267, -1.891167, -3.455832], [-5.010317, -0.492940, -4.107253], [-2.682728, -3.527047, -2.530405], [-4.453854, -3.775742, -2.706599], [-3.728114, -3.592460, -1.056660], [4.645036, 2.396200, -2.327761], [6.124250, 1.387640, -2.351158], [5.570138, 2.124050, -0.820446], [-4.399754, -0.678375, 0.148320], [0.659668, -0.103801, -0.476405], [5.241955, -1.769886, -2.403533], [5.504122, -0.316852, -3.416417], [3.894664, -1.126312, -3.389763], [-0.115827, 2.536489, 2.929659], [-0.672402, 2.880373, 1.559339], [-2.185886, 3.065312, 1.652609], [0.003352, 4.157127, 1.059123], [-0.410757, 1.808182, 0.652539], [-0.399700, 3.322740, 3.646987], [0.976982, 2.464333, 2.909168], [-0.513803, 1.583315, 3.291698], [-2.452272, 3.790964, 2.432780], [-2.587402, 3.430026, 0.699747], [-2.667413, 2.110303, 1.892978], [1.089816, 4.015490, 1.009843], [-0.364806, 4.441396, 0.064249], [-0.199267, 4.997128, 1.739740]],
  "forces_ev_per_a": [[2.1, 4.0, 1.2], [1.9, -0.8, -2.1], [-1.9, 0.3, 0.4], [-2.1, 0.0, 0.3], [2.5, 1.2, 1.2], [-0.4, -0.3, 0.0], [-0.5, -0.3, -0.1], [-0.1, 0.1, 0.1], [0.1, -0.2, 0.2], [0.1, 0.0, -0.2], [-0.3, 0.0, 0.3], [0.1, 0.1, 0.1], [0.1, -0.1, 0.1], [-0.2, 0.0, -0.2], [0.2, 0.3, 0.3], [0.2, 0.1, -0.1], [0.1, -0.1, 0.1], [-0.1, 0.1, 0.1], [0.3, 0.0, 0.1], [-0.1, 0.2, 0.0], [0.0, -0.1, -0.3], [0.0, -0.2, 0.3], [0.2, -0.6, -0.3], [0.0, 0.2, -0.2], [-0.1, -0.2, 0.0], [0.2, -0.1, 0.0], [-5.7, -2.5, 0.1], [0.1, -0.6, -1.2], [0.1, 0.0, -0.5], [0.0, -0.3, 0.0], [1.9, -2.0, 0.2], [2.7, -0.2, 0.2], [0.3, 0.3, 0.2], [-1.2, -0.2, 0.0], [0.1, 0.2, 0.1], [0.0, -0.4, 0.4], [0.0, 0.3, -0.3], [0.4, 0.3, 0.1], [-0.3, -0.8, 0.1], [0.2, 0.0, 0.5], [0.0, -0.2, -0.2], [0.1, -0.1, -0.4], [-0.6, 0.2, 0.1], [-0.3, 0.0, -0.1], [0.0, 0.2, 0.2], [-0.4, 0.4, 0.0], [1.5, 0.4, -0.8], [-0.9, -0.2, -0.1], [-0.5, -0.8, 0.1], [-1.9, 0.4, 0.2], [2.1, 3.0, 1.1], [-0.1, -0.4, 0.0], [0.0, 0.3, 0.4], [0.1, -0.2, -0.3], [0.0, 0.5, -0.1], [-0.3, -0.2, 0.4], [-0.4, 0.0, 0.2], [0.4, -0.1, 0.3], [0.0, -0.1, -0.4], [0.3, -0.1, 0.0], [-0.2, 0.1, 0.2], [0.0, 0.1, -0.4], [0.2, 0.0, 0.0], [1.0, -0.6, -0.9], [-0.1, 0.2, -0.4], [-0.3, -0.3, 0.0], [0.2, -0.1, -0.1], [-0.1, 0.0, 0.4], [0.1, -0.3, 0.0], [-0.1, 0.1, 0.1], [-0.1, 0.2, 0.0], [-0.5, 0.3, -0.6], [0.2, -0.2, -0.2], [-0.2, 0.0, -0.1], [0.1, 0.1, -0.1], [0.0, -0.1, -0.2], [0.0, 0.0, 0.0], [0.1, 0.1, 0.0], [-0.2, 0.0, 0.0], [0.1, -0.1, 0.1], [0.1, -0.2, -0.1]],
  "e_homo_ha": [-0.34047, -0.34422],
  "spin_multiplicity": 1,
  "total_charge": 1,
  "gap_ev": [5.5213, 5.6795],
  "relative_energy_ev": 3.352,
  "e_lumo_ev": [-3.7433, -3.6873]
}


Record 4
{
  "formula": "C6H5Cl2N3O4",
  "method": "ωB97M-V with the def2-TZVPD basis set",
  "species": ["C", "N", "C", "C", "O", "O", "C", "N", "O", "O", "C", "Cl", "N", "C", "Cl", "H", "H", "H", "H", "H"],
  "xyz": [[0.783737, 0.560404, 0.043224], [-0.085098, -0.304529, -0.726351], [-1.433466, -0.108202, -0.679295], [-1.972780, 1.166418, -0.102412], [-1.663648, 2.231637, -0.547527], [-2.630155, 0.970459, 1.007988], [-2.256151, -0.891813, -1.537658], [-3.618493, -1.015214, -1.285310], [-4.371052, -1.583370, -2.061139], [-4.065470, -0.590630, -0.176527], [-1.568385, -1.571066, -2.608282], [-2.200875, -1.892946, -4.124705], [-0.315267, -1.804555, -2.512560], [0.319522, -1.568594, -1.299130], [-0.149208, -2.733745, 0.083228], [0.744402, 0.274099, 1.118120], [1.790193, 0.373790, -0.282510], [0.682507, 1.652717, -0.345017], [-3.150099, 0.181879, 0.799891], [1.289460, -1.676944, -1.392512]],
  "forces_ev_per_a": [[0.9, 1.3, -0.7], [-2.5, 1.0, -0.2], [1.1, -0.9, -2.8], [0.9, 0.7, 1.0], [0.0, -0.1, -0.3], [0.3, 1.4, 0.8], [1.3, 0.1, 0.6], [-2.4, -0.3, 0.8], [1.0, 0.5, 0.3], [0.3, -0.7, -1.3], [1.0, 0.2, 0.8], [-1.0, -0.1, -0.8], [0.1, -0.5, -0.2], [-5.0, 0.8, 1.5], [0.2, -0.8, -0.2], [-0.3, 0.9, -0.6], [0.6, -0.5, -0.1], [-0.5, -1.8, 1.5], [-0.9, -1.1, 0.4], [4.8, -0.2, -0.2]],
  "e_homo_ha": -0.36873,
  "spin_multiplicity": 1,
  "total_charge": 0,
  "smiles": "CN1C(C(=O)O)=C([N+](=O)[O-])C(Cl)=N[C@@H]1Cl",
  "gap_ev": 8.5212,
  "relative_energy_ev": 0.111,
  "e_lumo_ev": -1.5125
}